C3H4ClFO | ωB97M-V/def2-TZVPD

## Properties
Net charge   0
HOMO level   -10.007 eV
Energy above the lowest of the compared OMol25 structures with the same formula, charge and spin   248.9 kJ/mol
SMILES   O=CC[C@H](F)Cl
LUMO   0.2 eV
Electronic energy   -751.8961 hartree

Each line ends with the natural charge from an NBO analysis.
CARTESIAN COORDINATES (ANGSTROEM)
O -0.56 1.64 0.57  -0.51
C 0.54 0.96 0.91  0.36
C 0.71 -0.18 -0.14  -0.57
C -0.64 -0.57 -0.62  0.17
F -1.32 0.47 -1.34  -0.37
Cl -1.93 -0.99 0.54  -0.01
H 1.18 1.30 1.97  0.19
H 0.91 -1.20 0.48  0.24
H 1.59 -0.15 -0.82  0.27
H -0.48 -1.28 -1.55  0.22